Molecular formula: C30H60F3InN4O4P
Method: DFT, ωB97M-V/def2-TZVPD

## Properties
Spin multiplicity: 3
Gap between HOMO and LUMO (alpha / beta): 5.34 / 4.95 eV
Lowest unoccupied orbital energy (alpha / beta): 1.64 / 1.25 eV
Total charge: -1
Molar mass: 743.620 g/mol
Energy: -2530.0975 a.u.

CARTESIAN COORDINATES (ANGSTROEM)
C -2.35 2.18 -1.96
C -2.55 0.74 -2.41
C -3.97 0.39 -2.83
N -4.00 -0.85 -3.61
In -4.97 -0.76 -5.50
C -4.38 0.98 -6.76
C -4.96 2.34 -6.33
C -3.97 3.31 -5.71
F -2.71 2.82 -5.57
F -4.38 3.71 -4.46
F -3.87 4.46 -6.45
N -4.27 -2.55 -6.53
C -3.10 -2.30 -7.29
C -1.96 -1.50 -6.69
O -3.00 -2.69 -8.44
C -4.22 -3.61 -5.66
C -2.89 -4.15 -5.15
O -5.24 -4.13 -5.22
P -7.48 -1.01 -5.27
C -8.31 0.65 -5.10
C -7.83 -1.92 -3.68
H -2.59 2.90 -2.73
H -2.91 2.43 -1.06
H -1.30 2.33 -1.71
H -2.25 0.09 -1.59
H -1.86 0.53 -3.22
H -4.52 0.24 -1.90
H -4.41 1.23 -3.38
H -4.35 -1.61 -3.05
H -4.80 0.75 -7.74
H -3.31 0.99 -6.89
H -5.81 2.24 -5.67
H -5.34 2.84 -7.21
H -2.04 -1.41 -5.61
H -1.04 -2.05 -6.90
H -1.86 -0.53 -7.16
H -2.77 -3.80 -4.14
H -2.03 -3.89 -5.75
H -2.96 -5.23 -5.12
H -8.65 0.99 -6.07
H -9.21 0.50 -4.50
H -7.74 1.43 -4.59
H -8.77 -1.58 -3.27
H -7.02 -1.80 -2.97
H -7.92 -2.97 -3.95
C 1.72 3.68 3.22
C 1.49 2.40 2.40
C 2.67 1.44 2.52
C 3.89 1.84 1.69
C 3.48 2.06 0.23
C 2.35 3.07 0.08
N 1.20 2.72 0.97
O 0.48 1.79 0.43
C 2.89 4.49 0.37
C 1.87 3.10 -1.37
C 0.27 1.74 3.04
H 2.45 4.36 2.79
H 0.79 4.24 3.33
H 2.08 3.42 4.21
H 2.35 0.44 2.21
H 2.95 1.35 3.57
H 4.36 2.73 2.11
H 4.64 1.04 1.75
H 4.34 2.39 -0.35
H 3.17 1.10 -0.19
H 2.07 5.20 0.49
H 3.50 4.82 -0.46
H 3.53 4.54 1.25
H 1.56 2.12 -1.72
H 2.68 3.44 -2.01
H 1.03 3.78 -1.48
H -0.63 2.35 2.90
H 0.44 1.63 4.11
H 0.07 0.75 2.63
C 3.54 -2.21 8.06
C 3.31 -2.27 6.54
C 3.37 -3.71 6.03
C 4.79 -4.27 5.92
C 5.67 -3.33 5.09
C 5.68 -1.90 5.62
N 4.28 -1.40 5.81
O 3.79 -1.01 4.69
C 6.49 -1.85 6.93
C 6.41 -0.99 4.64
C 1.89 -1.75 6.32
H 4.56 -2.38 8.37
H 3.25 -1.23 8.44
H 2.93 -2.96 8.56
H 2.91 -3.76 5.04
H 2.77 -4.35 6.68
H 5.22 -4.43 6.91
H 4.76 -5.25 5.44
H 6.69 -3.71 5.05
H 5.30 -3.33 4.06
H 6.33 -0.91 7.45
H 7.55 -1.93 6.71
H 6.27 -2.67 7.62
H 5.98 -1.03 3.64
H 7.45 -1.30 4.57
H 6.38 0.05 4.98
H 1.82 -0.69 6.59
H 1.21 -2.31 6.96
H 1.56 -1.86 5.30



Molecular formula: C30H60F3NO12Si2
Method: DFT, ωB97M-V/def2-TZVPD

## Properties
Spin multiplicity: 1
Gap between HOMO and LUMO: 9.81 eV
Lowest unoccupied orbital energy: 0.52 eV
Total charge: 0
Molar mass: 739.971 g/mol
Energy: -3015.1728 a.u.

CARTESIAN COORDINATES (ANGSTROEM)
C -2.38 -0.95 2.62
C -2.93 -1.31 1.11
O -3.40 -2.57 0.94
N -3.00 -0.37 -0.07
C -4.09 0.66 0.10
C -4.68 1.59 -1.16
O -4.69 0.89 1.30
Si -1.36 0.36 -0.26
C -1.37 2.26 -0.62
O -2.00 3.08 0.43
C -1.01 3.76 1.28
F -1.67 3.91 2.63
F -0.67 5.15 0.85
F 0.24 3.00 1.52
O -0.54 -0.41 -1.65
Si 0.56 -1.65 -1.08
H -3.11 -1.47 3.38
H -1.29 -1.37 2.82
H -2.32 0.21 2.78
H -5.81 1.37 -1.39
H -4.58 2.70 -0.80
H -3.99 1.48 -2.12
H -0.47 0.13 0.90
H -2.05 2.40 -1.59
H -0.29 2.65 -0.95
H 1.48 -1.13 -0.07
H 1.41 -2.15 -2.19
H -0.09 -2.84 -0.51
C 1.60 -0.90 5.89
C 0.33 -0.32 5.32
O -0.20 -0.80 4.32
C -0.26 0.87 6.02
H 1.91 -1.76 5.28
H 2.39 -0.15 5.87
H 1.42 -1.25 6.91
H 0.45 1.70 6.01
H -0.52 0.61 7.05
H -1.17 1.18 5.50
C 3.46 3.09 -3.59
C 2.88 3.14 -2.21
O 2.05 2.31 -1.83
C 3.35 4.24 -1.30
H 3.03 2.24 -4.14
H 3.22 4.01 -4.13
H 4.55 2.95 -3.54
H 3.11 5.21 -1.73
H 4.43 4.16 -1.14
H 2.85 4.15 -0.33
C -4.70 3.92 1.87
C -5.97 4.50 1.30
O -6.50 4.02 0.30
C -6.56 5.69 2.00
H -4.39 3.06 1.26
H -3.91 4.67 1.85
H -4.88 3.57 2.89
H -5.85 6.52 1.99
H -6.82 5.43 3.03
H -7.47 6.00 1.48
C -4.26 0.29 8.59
C -2.99 1.00 8.95
O -2.00 0.95 8.21
C -2.96 1.77 10.24
H -4.14 -0.22 7.63
H -4.50 -0.46 9.35
H -5.08 1.01 8.50
H -3.14 1.09 11.08
H -3.71 2.56 10.22
H -1.97 2.23 10.37
C 7.87 0.70 -1.42
C 7.15 0.79 -2.74
O 7.41 1.68 -3.55
C 6.11 -0.26 -3.04
H 8.59 1.52 -1.35
H 7.15 0.79 -0.60
H 8.41 -0.25 -1.35
H 5.32 -0.22 -2.29
H 6.57 -1.25 -3.04
H 5.68 -0.07 -4.03
C -0.94 -5.92 -2.11
C 0.03 -5.17 -2.98
O 0.44 -4.05 -2.67
C 0.48 -5.85 -4.25
H -1.18 -5.31 -1.23
H -1.87 -6.11 -2.66
H -0.50 -6.85 -1.77
H -0.38 -6.04 -4.90
H 0.99 -6.78 -4.01
H 1.18 -5.19 -4.78
C -0.39 -0.75 -6.83
C -1.10 -1.77 -5.98
O -1.15 -2.95 -6.30
C -1.75 -1.28 -4.71
H 0.03 -1.25 -7.71
H -1.09 0.01 -7.16
H 0.43 -0.30 -6.26
H -2.51 -0.54 -4.95
H -0.99 -0.85 -4.05
H -2.22 -2.12 -4.20
C 4.16 -4.79 -3.03
C 5.13 -4.05 -3.90
O 5.54 -2.93 -3.60
C 5.58 -4.72 -5.17
H 3.92 -4.18 -2.15
H 3.23 -4.98 -3.58
H 4.60 -5.73 -2.69
H 4.72 -4.91 -5.82
H 6.09 -5.66 -4.93
H 6.28 -4.07 -5.70



Molecular formula: C30H60O35S5
Method: DFT, ωB97M-V/def2-TZVPD

## Properties
Spin multiplicity: 2
Gap between HOMO and LUMO (alpha / beta): 8.57 / 2.28 eV
Lowest unoccupied orbital energy (alpha / beta): -3.54 / -9.83 eV
Total charge: +1
Molar mass: 1141.110 g/mol
Energy: -5802.7905 a.u.

CARTESIAN COORDINATES (ANGSTROEM)
C -4.32 23.76 -35.49
C -3.96 25.31 -35.35
O -2.69 25.65 -36.02
C -2.61 26.06 -37.29
O -3.57 26.07 -38.08
O -1.35 26.51 -37.54
C -1.21 27.10 -38.86
H -5.05 23.50 -34.73
H -3.47 23.09 -35.39
H -4.73 23.63 -36.49
H -3.84 25.46 -34.27
H -4.84 25.91 -35.57
H -0.38 27.78 -39.04
H -2.03 27.74 -39.18
H -0.97 26.34 -39.61
C -4.31 13.28 -24.29
C -4.71 13.74 -25.71
O -4.99 15.09 -25.70
C -5.29 15.88 -26.75
O -5.72 15.51 -27.84
O -5.03 17.14 -26.39
C -5.21 18.13 -27.34
H -3.90 12.27 -24.19
H -5.22 13.20 -23.71
H -3.62 13.95 -23.78
H -5.59 13.20 -26.07
H -3.89 13.61 -26.41
H -4.52 18.09 -28.18
H -5.07 19.16 -27.00
H -6.23 18.11 -27.73
C -1.29 26.32 -33.11
C -1.55 27.83 -33.24
O -2.55 28.06 -34.15
C -2.41 28.91 -35.21
O -1.43 29.62 -35.56
O -3.55 28.82 -35.93
C -3.74 29.54 -37.19
H -2.13 25.72 -32.77
H -0.53 26.18 -32.34
H -0.96 25.88 -34.05
H -0.63 28.37 -33.48
H -1.82 28.31 -32.30
H -2.79 29.53 -37.72
H -4.00 30.58 -37.00
H -4.54 29.14 -37.81
C -0.09 20.14 -28.57
C -1.48 19.76 -29.19
O -1.41 19.89 -30.55
C -1.92 20.93 -31.12
O -2.44 21.90 -30.57
O -1.65 20.81 -32.42
C -2.25 21.77 -33.36
H 0.36 21.04 -28.98
H 0.64 19.33 -28.64
H -0.25 20.26 -27.50
H -2.15 20.47 -28.72
H -1.82 18.78 -28.86
H -2.27 22.79 -32.97
H -3.20 21.46 -33.79
H -1.52 21.64 -34.16
C -7.08 28.95 -30.08
C -5.77 28.06 -30.17
O -6.16 26.74 -30.44
C -5.17 25.93 -30.80
O -3.98 26.13 -30.96
O -5.68 24.77 -31.07
C -4.84 23.65 -31.30
H -7.52 28.65 -29.13
H -7.85 28.93 -30.85
H -6.89 30.01 -29.91
H -5.16 28.03 -29.27
H -5.08 28.46 -30.92
H -5.47 22.95 -31.85
H -4.49 23.13 -30.41
H -4.03 23.99 -31.94
C 2.82 22.85 -33.71
C 2.01 21.62 -33.30
O 1.86 21.95 -31.93
S 1.41 23.50 -31.63
O 1.98 23.92 -30.34
O -0.03 23.66 -31.94
O 2.39 24.01 -32.90
H 2.71 23.05 -34.77
H 3.89 22.65 -33.70
H 2.55 20.69 -33.48
H 1.04 21.64 -33.80
C -2.57 24.78 -28.02
C -1.33 24.82 -28.93
O -1.04 26.12 -29.31
S -1.67 27.24 -28.22
O -2.46 28.24 -28.83
O -0.72 27.68 -27.18
O -2.63 26.07 -27.37
H -2.56 23.94 -27.32
H -3.53 24.76 -28.53
H -1.48 24.17 -29.79
H -0.42 24.40 -28.50
C -0.26 16.37 -26.20
C -1.64 16.59 -25.63
O -1.54 17.90 -25.04
S -0.03 18.17 -24.41
O -0.07 18.16 -22.95
O 0.62 19.25 -25.16
O 0.51 16.75 -25.14
H -0.11 17.01 -27.07
H -0.22 15.36 -26.62
H -2.08 15.89 -24.92
H -2.29 16.67 -26.50
C 2.32 17.54 -32.27
C 3.61 17.71 -31.43
O 3.61 16.80 -30.36
S 2.07 16.11 -30.24
O 1.19 17.03 -29.44
O 2.29 14.68 -29.91
O 1.83 16.24 -31.89
H 2.62 17.46 -33.32
H 1.49 18.25 -32.21
H 3.66 18.70 -30.98
H 4.48 17.47 -32.05
C 0.72 17.48 -38.07
C 1.91 17.64 -37.16
O 1.48 18.48 -36.12
S -0.02 19.04 -36.26
O -0.08 20.33 -36.96
O -0.70 19.00 -35.01
O -0.38 17.78 -37.23
H 0.61 16.51 -38.54
H 0.67 18.17 -38.92
H 2.73 18.12 -37.69
H 2.19 16.70 -36.68



Molecular formula: C30H61BBr2NO11
Method: DFT, ωB97M-V/def2-TZVPD

## Properties
Spin multiplicity: 1
Gap between HOMO and LUMO: 7.71 eV
Lowest unoccupied orbital energy: -3.23 eV
Total charge: +1
Molar mass: 782.434 g/mol
Energy: -7234.6526 a.u.

CARTESIAN COORDINATES (ANGSTROEM)
C 3.93 3.39 3.53
C 3.33 2.15 4.19
C 1.99 1.72 3.58
O 2.23 0.59 2.74
C 1.21 0.26 1.83
C -0.23 0.24 2.39
C 1.30 1.05 0.51
C 1.61 0.06 -0.63
C 2.75 0.46 -1.56
C 3.97 1.13 -0.92
C 5.13 1.25 -1.90
O 6.14 2.13 -1.45
B 0.19 0.07 -1.41
O -0.01 0.85 -2.53
O -0.79 -0.67 -0.85
C -2.16 -0.45 -1.20
N 1.73 -1.25 0.12
C 1.91 -2.53 -0.52
Br 0.31 -3.50 -0.78
C 3.06 -3.12 -0.89
C 3.14 -4.45 -1.59
Br 4.72 -2.38 -0.43
C 1.51 -1.16 1.40
C 1.52 -2.28 2.38
C 2.90 -2.92 2.63
C 3.79 -2.11 3.56
O 4.86 -2.92 4.01
H 4.76 3.78 4.13
H 4.35 3.16 2.55
H 3.18 4.18 3.41
H 3.17 2.34 5.25
H 4.01 1.30 4.12
H 1.26 1.48 4.36
H 1.56 2.54 2.98
H -0.76 -0.66 2.05
H -0.26 0.25 3.48
H -0.81 1.09 2.02
H 2.02 1.86 0.60
H 0.36 1.55 0.24
H 3.05 -0.39 -2.19
H 2.31 1.19 -2.26
H 4.29 0.61 -0.01
H 3.70 2.15 -0.61
H 4.74 1.58 -2.88
H 5.62 0.28 -2.04
H 5.78 3.01 -1.38
H -0.37 1.73 -2.39
H -2.40 -0.97 -2.13
H -2.77 -0.86 -0.39
H -2.38 0.61 -1.30
H 4.17 -4.68 -1.84
H 2.70 -5.23 -0.97
H 2.56 -4.40 -2.52
H 0.82 -3.04 2.04
H 1.14 -1.88 3.32
H 2.72 -3.88 3.12
H 3.43 -3.13 1.70
H 4.17 -1.21 3.07
H 3.22 -1.80 4.44
H 5.69 -2.63 3.62
C -3.03 6.72 0.75
O -1.74 6.46 0.26
C -1.18 5.22 0.64
C -0.55 4.50 -0.53
O -1.43 3.99 -1.52
C -2.09 4.90 -2.39
C -1.20 5.57 -3.41
O -0.32 6.50 -2.80
C 0.99 6.52 -3.32
H -3.00 7.12 1.77
H -3.48 7.47 0.10
H -3.66 5.82 0.75
H -1.94 4.57 1.10
H -0.39 5.39 1.38
H -0.08 3.60 -0.11
H 0.25 5.11 -0.97
H -2.66 5.64 -1.83
H -2.79 4.29 -2.95
H -1.85 6.10 -4.12
H -0.63 4.81 -3.96
H 1.34 5.51 -3.57
H 1.64 6.93 -2.56
H 1.06 7.14 -4.22
C -4.46 -4.19 2.11
O -4.81 -3.92 0.77
C -3.79 -3.36 -0.03
C -3.66 -4.04 -1.38
O -3.18 -5.36 -1.35
C -4.01 -6.40 -0.86
C -5.18 -6.75 -1.75
O -6.16 -5.74 -1.76
C -6.74 -5.47 -3.02
H -4.55 -3.29 2.73
H -5.15 -4.94 2.48
H -3.44 -4.58 2.19
H -2.82 -3.41 0.49
H -4.02 -2.31 -0.21
H -2.90 -3.48 -1.93
H -4.60 -3.95 -1.94
H -4.35 -6.20 0.16
H -3.36 -7.28 -0.83
H -5.63 -7.68 -1.35
H -4.82 -6.96 -2.76
H -6.00 -5.54 -3.82
H -7.14 -4.46 -3.00
H -7.56 -6.17 -3.24